w:
# C6H6O

C6H6O as an isolated structure (wB97M-V/def2-TZVPD, OMol25).

M   94.11 g mol⁻¹
HOMO level   -8.44 eV

The geometry in ORCA input format:
```
! RIJCOSX wB97M-V def2-TZVPD def2/J DEFGRID3
* xyz 0 1
C -2.60 -0.55 -1.07
H 1.81 -1.38 0.71
H -3.43 -1.07 -1.50
C -1.65 0.03 -0.61
C 0.65 0.76 -1.08
O 1.65 -0.43 0.90
H -0.77 1.77 0.15
H 0.39 0.77 1.96
C -0.46 0.73 -0.08
C 0.21 0.04 1.16
H 2.74 -0.05 -1.16
C 1.76 0.23 -0.86
H -0.33 -0.84 1.49
*
```

natural (NBO) atomic charge list, values in e, 5 entries: atom 1 (C): -0.25, atom 2 (H): 0.50, atom 3 (H): 0.24, atom 4 (C): 0.02, atom 5 (C): -0.15

x:
# C6H6O

One molecule with the formula C6H6O (wB97M-V/def2-TZVPD, OMol25).

M   94.11 g mol⁻¹
HOMO level   -9.08 eV
Structure (SMILES)   O=CC1=CC=CC1

The geometry in ORCA input format:
```
! RIJCOSX wB97M-V def2-TZVPD def2/J DEFGRID3
* xyz 0 1
C -0.63 1.60 0.38
H -1.20 2.51 0.41
H -0.85 -1.86 -2.00
C -0.05 -1.73 -1.23
C 0.82 -0.21 0.73
O 0.79 -2.61 -1.11
C -0.92 0.56 -0.58
H 0.69 -0.96 1.53
C 0.35 1.14 1.17
H 0.79 1.60 2.04
C -0.08 -0.49 -0.42
H -1.61 0.62 -1.37
H 1.91 -0.17 0.46
*
```

natural (NBO) atomic charge list, values in e, 5 entries: atom 1 (C): -0.26, atom 2 (H): 0.22, atom 3 (H): 0.12, atom 4 (C): 0.40, atom 5 (C): -0.49

Relative energies with respect to the most stable structure, expressed in kJ/mol: w 489.2; x 0.0.

w:
# C20H21N3O3

A 2-piece molecular cluster, C20H21N3O3 overall (wB97M-V/def2-TZVPD, OMol25).

M   351.41 g mol⁻¹
HOMO level   -7.93 eV

The geometry in ORCA input format:
```
! RIJCOSX wB97M-V def2-TZVPD def2/J DEFGRID3
* xyz 0 1
N -2.48 1.87 0.75
C -5.81 -2.01 -0.29
O -0.23 0.85 0.74
H 5.82 -0.69 1.76
C -2.89 0.59 1.61
C 2.74 -1.20 -0.68
C -3.52 -0.94 -0.29
H -0.71 -0.90 -2.06
C -3.98 -0.23 0.84
C -1.82 -1.28 -1.81
H 3.58 -3.35 -0.89
H -2.41 -1.15 -2.71
C 0.70 2.62 -0.94
N 2.99 2.26 0.35
C -0.83 2.74 -0.78
C -1.23 1.79 0.24
C 4.19 0.21 0.64
H 6.14 -3.64 -0.26
C 1.21 1.34 -1.07
C 3.97 1.38 0.99
O -2.17 -0.56 -0.75
H -7.19 -1.46 1.29
O 0.92 0.68 -1.99
H 2.09 -1.27 -1.49
H -4.34 -2.19 -1.87
C 4.73 -2.03 0.61
H 1.14 3.27 -0.30
C 3.73 -2.18 -0.41
H 5.16 -4.00 1.24
C -6.20 -1.41 1.00
H -1.97 -0.02 2.08
H -5.60 0.13 2.61
C -4.47 -1.92 -1.04
H -3.12 2.21 0.20
H -6.50 -2.72 -0.81
H -1.36 2.19 -1.59
H 0.89 3.38 -1.62
C 3.00 -0.05 -0.35
C -5.22 -0.43 1.33
H 4.48 2.11 1.77
H -1.32 3.61 -0.76
C 4.98 -0.67 0.75
H -3.49 1.23 2.60
H -1.67 -2.44 -1.78
C 5.71 -3.12 0.72
N 2.35 1.20 -0.28
H 6.45 -3.05 1.44
*
```

natural (NBO) atomic charge list, values in e, 5 entries: atom 1 (N): -0.58, atom 2 (C): -0.16, atom 3 (O): -0.72, atom 4 (H): 0.16, atom 5 (C): -0.23

x:
# C20H21N3O3

One molecule with the formula C20H21N3O3 (wB97M-V/def2-TZVPD, OMol25).

M   351.41 g mol⁻¹
HOMO level   -8.38 eV
Structure (SMILES)   N[C@@H](Cc1ccccc1)C(=O)N[C@@H](Cc1c[nH]c2ccccc12)C(=O)O

The geometry in ORCA input format:
```
! RIJCOSX wB97M-V def2-TZVPD def2/J DEFGRID3
* xyz 0 1
H 5.48 3.88 0.03
H 0.91 1.49 -1.31
N 0.45 -0.76 0.38
C 0.13 2.61 1.38
H 5.72 1.77 1.28
C -4.71 -2.20 -2.48
C -3.46 -1.54 -2.69
C 2.38 2.04 1.41
H 0.55 4.61 0.74
H 1.87 -1.25 1.78
O -1.70 0.00 0.67
H -1.16 -0.74 -3.43
H -0.92 2.71 1.53
C 3.43 3.87 0.11
H -1.59 0.80 -1.56
H 1.06 0.43 3.49
O 0.69 -3.20 2.88
C 0.91 -0.95 1.83
H -1.34 -3.34 -0.80
C -0.71 0.10 -1.50
C -2.29 -1.87 -2.07
C 4.73 2.15 1.09
H 1.15 0.04 -2.35
H -3.43 -0.58 -3.21
H -3.34 -4.60 -0.38
C 2.26 3.27 0.72
N 0.49 0.73 -1.95
H -5.68 -3.70 -1.42
C 1.05 1.63 1.88
C -1.06 -1.18 -2.43
H -1.57 -1.33 1.60
H 3.76 0.70 2.47
C 0.62 0.38 2.49
H -5.65 -1.84 -2.83
C -4.68 -3.22 -1.55
H -0.25 -1.85 -2.28
C 3.66 1.44 1.66
H 1.19 -1.22 -0.48
H -0.44 0.37 2.78
C -2.24 -2.97 -1.25
H 3.44 4.83 -0.49
C -0.71 -0.26 -0.04
C 0.15 -2.16 2.35
C -3.41 -3.69 -1.00
O -1.21 -2.24 1.96
C 4.64 3.34 0.38
N 0.84 3.51 0.60
*
```

natural (NBO) atomic charge list, values in e, 5 entries: atom 1 (H): 0.22, atom 2 (H): 0.40, atom 3 (N): -0.62, atom 4 (C): -0.01, atom 5 (H): 0.21

y:
# C20H21N3O3

One molecule with the formula C20H21N3O3 (wB97M-V/def2-TZVPD, OMol25).

M   351.41 g mol⁻¹
HOMO level   -7.90 eV
Structure (SMILES)   N[C@@H](Cc1ccccc1)C(=O)N[C@@H](Cc1c[nH]c2ccccc12)C(=O)O

The geometry in ORCA input format:
```
! RIJCOSX wB97M-V def2-TZVPD def2/J DEFGRID3
* xyz 0 1
H 4.41 1.85 2.14
N -3.75 1.68 1.30
N -1.10 -1.68 1.30
H 3.22 -0.31 2.35
H -1.67 -4.61 -1.80
C -2.88 0.17 -0.25
O 0.66 -0.52 1.93
H 0.31 0.19 -0.54
H 1.52 -0.61 -1.60
C -2.66 3.81 0.57
H -0.63 1.48 -2.01
C 4.81 0.76 -1.01
H -4.29 -0.34 1.47
C -2.38 -1.20 -0.71
H 2.59 -2.70 1.21
H -3.09 4.44 1.27
C -1.84 4.30 -0.42
H 5.58 2.61 0.13
H 5.32 1.20 -1.88
C 4.31 1.15 1.28
C 3.37 -0.77 0.25
H 2.85 -2.78 -0.58
H -1.37 5.23 -0.51
C -3.69 0.39 0.86
C -1.33 2.08 -1.36
C 3.56 0.02 1.37
H -0.65 4.00 -2.10
C -2.31 1.50 -0.35
H -4.59 1.99 1.87
H -1.47 -1.33 2.21
O -1.76 -3.64 -1.58
C 0.24 -1.43 1.27
H 3.76 -0.89 -1.91
H -3.05 -2.39 1.04
C -1.34 3.47 -1.41
H 0.53 -2.72 -0.36
C 2.52 -2.09 0.22
H -2.96 -1.67 -1.62
C 4.05 -0.41 -0.96
O -2.69 -4.62 0.25
C 0.99 -1.84 0.02
C 4.86 1.56 0.12
C -2.19 -3.66 -0.27
H -1.37 -1.07 -1.15
C -2.12 -2.30 0.39
N 0.71 -0.74 -0.89
C -2.97 2.44 0.46
*
```

natural (NBO) atomic charge list, values in e, 5 entries: atom 1 (H): 0.22, atom 2 (N): -0.53, atom 3 (N): -0.62, atom 4 (H): 0.23, atom 5 (H): 0.50

Relative energies with respect to the most stable structure, expressed in kJ/mol: w 1415.8; x 0.0; y 57.3.

w:
# C7H13NO2

One molecule with the formula C7H13NO2 (wB97M-V/def2-TZVPD, OMol25).

M   143.19 g mol⁻¹
HOMO level   -8.08 eV
Structure (SMILES)   C/C(=C\N)C[C@H](C)C(=O)O

The geometry in ORCA input format:
```
! RIJCOSX wB97M-V def2-TZVPD def2/J DEFGRID3
* xyz 0 1
N 2.45 1.41 -0.12
H 2.65 2.32 -0.51
C 1.57 -1.08 1.11
C -1.27 -0.41 0.13
C -2.68 -0.65 -0.41
O -0.60 1.64 1.24
H -2.76 -0.25 -1.42
H 2.66 -1.11 1.04
C -0.22 -1.19 -0.71
H -3.41 -0.14 0.22
H 3.35 0.95 -0.08
H 1.17 0.91 -1.70
C -0.87 1.15 -0.01
O -1.40 1.86 -0.85
H -1.20 -0.71 1.18
H -2.90 -1.71 -0.44
H 1.17 -2.07 1.34
H -0.28 -2.26 -0.52
C 1.38 0.69 -0.66
C 1.02 -0.56 -0.19
H -0.37 -0.95 -1.77
H -0.77 2.59 1.23
H 1.31 -0.41 1.93
*
```

natural (NBO) atomic charge list, values in e, 5 entries: atom 1 (N): -0.85, atom 2 (H): 0.37, atom 3 (C): -0.67, atom 4 (C): -0.27, atom 5 (C): -0.61

x:
# C7H13NO2

One molecule with the formula C7H13NO2 (wB97M-V/def2-TZVPD, OMol25).

M   143.19 g mol⁻¹
HOMO level   -9.35 eV
Structure (SMILES)   CC(C)(C)C(=O)C/C=N\O

The geometry in ORCA input format:
```
! RIJCOSX wB97M-V def2-TZVPD def2/J DEFGRID3
* xyz 0 1
H -2.08 1.83 0.86
H -2.92 -0.77 -0.38
C 0.38 0.30 -0.70
C -0.82 -0.37 1.24
H -0.34 0.35 1.84
H -0.43 -1.49 1.10
C -1.05 0.18 -0.16
H -1.73 -1.72 -1.17
H -0.73 2.26 -0.07
H -2.33 -0.03 -1.94
O 0.69 1.34 -1.24
H 0.87 -1.77 -0.41
H 2.13 -0.70 -1.27
H 1.58 -1.03 1.67
N 3.24 -0.14 1.07
O 4.02 0.48 0.25
C 1.43 -0.82 -0.46
C 2.15 -0.73 0.83
H 3.61 0.57 -0.62
H -2.25 1.86 -0.96
H -1.80 -0.52 1.67
C -1.98 -0.67 -1.07
C -1.63 1.60 -0.08
*
```

natural (NBO) atomic charge list, values in e, 5 entries: atom 1 (H): 0.21, atom 2 (H): 0.21, atom 3 (C): 0.64, atom 4 (C): -0.61, atom 5 (H): 0.23

Relative energies with respect to the most stable structure, expressed in kJ/mol: w 0.0; x 220.7.

w:
# C8H12N2

One molecule with the formula C8H12N2 (wB97M-V/def2-TZVPD, OMol25).

M   136.20 g mol⁻¹
HOMO level   -7.62 eV

The geometry in ORCA input format:
```
! RIJCOSX wB97M-V def2-TZVPD def2/J DEFGRID3
* xyz 0 1
C 0.49 -0.68 -0.98
C 0.66 1.80 -0.89
H 1.18 1.29 1.68
C -0.37 -2.44 0.27
H 0.61 -0.36 1.66
C 0.58 0.57 1.15
H 1.36 2.64 -1.02
H -2.39 -1.77 0.64
H -0.59 -3.44 0.62
C 1.17 0.50 -0.38
H -0.45 2.90 0.56
H 2.27 0.40 -0.25
N -0.78 0.87 0.77
C -1.33 -1.42 0.72
N -1.37 -0.13 0.03
H 0.53 1.63 -1.93
H 1.16 -2.72 -1.12
H -1.17 -1.16 1.81
H 0.28 -0.54 -1.97
C -0.66 2.04 -0.04
C 0.52 -2.11 -0.65
H -1.68 2.14 -0.68
*
```

natural (NBO) atomic charge list, values in e, 5 entries: atom 1 (C): -0.10, atom 2 (C): -0.45, atom 3 (H): 0.21, atom 4 (C): -0.16, atom 5 (H): 0.20

x:
# C8H12N2

One molecule with the formula C8H12N2 (wB97M-V/def2-TZVPD, OMol25).

M   136.20 g mol⁻¹
HOMO level   -7.14 eV
Structure (SMILES)   C=c1cc(NC)c(=C)n1C

The geometry in ORCA input format:
```
! RIJCOSX wB97M-V def2-TZVPD def2/J DEFGRID3
* xyz 0 1
H 0.87 -2.93 -0.16
N 1.29 -0.35 -0.17
N -2.26 -0.28 -0.02
H -0.89 -2.83 -0.02
H 3.09 1.94 0.31
H 1.67 2.97 0.37
C 1.08 1.02 0.04
H -0.61 2.20 0.11
C -0.30 1.21 0.17
H -3.52 1.23 -1.10
C -0.93 0.02 0.08
H -2.53 -1.30 -0.13
H 2.91 -1.44 0.85
H -4.24 0.16 0.13
C 2.60 -0.89 -0.14
C 0.11 -0.99 -0.01
H 2.89 -1.68 -0.91
C -3.29 0.68 -0.10
H -3.18 1.56 0.64
C 1.97 2.02 0.19
C 0.05 -2.34 -0.03
H 3.21 0.03 -0.11
*
```

natural (NBO) atomic charge list, values in e, 5 entries: atom 1 (H): 0.20, atom 2 (N): -0.41, atom 3 (N): -0.59, atom 4 (H): 0.19, atom 5 (H): 0.20

Relative energies with respect to the most stable structure, expressed in kJ/mol: w 228.6; x 0.0.